Record 1
Computed, not measured: an isolated ion of composition C6H12Cl2N2P and charge +1, with ωB97M-V/def2-TZVPD.

Structure (XYZ):
```
23
Properties=species:S:1:pos:R:3:forces:R:3
C -2.245 0.224 0.231 1.0 -0.3 -0.7
C -1.106 1.104 -0.331 0.1 2.3 3.5
C -1.878 -0.877 1.293 -2.6 -0.3 1.2
C -0.085 0.509 -1.228 0.7 -3.6 -0.2
C -0.777 -1.413 0.573 1.5 -0.6 -2.6
C 1.127 -0.278 -0.564 -3.4 -1.6 -0.8
N 0.425 -0.946 0.652 -1.4 -1.0 -0.6
N 2.095 0.495 -0.077 1.7 4.7 0.1
P 3.789 0.415 -0.680 -0.9 -0.1 0.5
Cl 4.519 1.157 1.042 0.5 0.3 0.2
Cl 4.061 -1.596 -0.396 -0.1 0.1 -0.1
H -3.034 0.840 0.543 -0.9 0.9 1.1
H -2.700 -0.329 -0.547 -0.4 -0.6 -1.3
H -1.457 1.967 -0.892 -0.8 -0.2 0.1
H -0.701 1.687 0.646 -0.2 -1.3 -2.1
H -1.807 -0.539 2.320 1.0 0.5 0.0
H -2.727 -1.589 1.387 0.4 0.4 -0.5
H -0.622 -0.230 -1.903 0.7 1.0 0.5
H 0.381 1.233 -1.815 0.6 1.3 -1.3
H -1.027 -1.890 -0.428 0.3 0.1 1.5
H 1.516 -1.082 -1.135 0.0 -0.8 -0.9
H 0.535 -0.375 1.438 0.8 1.0 1.7
H 1.720 1.514 -0.129 1.5 -1.9 0.5
```
Forces are in eV/Å.

Computed properties:
SMILES = ClP(Cl)N[C@@H]1CCCCC=[NH+]1
HOMO energy = -13.1 eV
Gap between HOMO and LUMO = 8.496 eV
Calculated total energy = -1606.8102 Eh
Lowest unoccupied orbital energy = -4.575 eV
Net charge = +1

***

Record 2
Computed, not measured: C10H13NO2Tl as an isolated structure, with ωB97M-V/def2-TZVPD.

Structure (XYZ):
```
27
Properties=species:S:1:pos:R:3:forces:R:3
C 1.182 -1.844 -2.254 0.4 -0.4 0.0
C -0.204 -1.721 -2.462 0.4 -0.4 0.5
C -0.868 -2.055 -1.267 0.0 -0.4 0.1
C 0.114 -2.450 -0.302 -1.3 0.6 0.1
C 1.397 -2.323 -0.922 0.9 1.0 -1.0
Tl 0.753 -0.233 0.496 -1.1 0.7 -1.2
C -0.977 1.787 -0.789 -1.2 -1.0 0.7
C 0.335 2.003 -1.169 -0.1 0.4 -3.1
C 0.825 2.387 -2.424 -0.4 0.0 0.7
N 1.234 1.662 -0.225 3.1 -0.1 3.1
H -1.955 -2.034 -1.112 0.7 0.0 0.0
H -0.680 -1.437 -3.393 0.1 0.2 0.2
H -0.079 -2.755 0.721 0.0 -0.4 -0.2
H 2.365 -2.555 -0.474 -0.3 -0.1 -0.2
H 1.965 -1.616 -3.002 -0.6 -0.2 0.7
H -1.744 1.754 -1.537 -0.3 0.0 -0.2
H 2.211 1.932 -0.296 -0.4 0.1 -0.6
H -1.285 1.527 0.238 0.3 0.6 -0.4
H 0.158 2.470 -3.272 0.0 0.4 0.0
H 1.896 2.350 -2.587 -0.1 -0.1 -0.1
C -1.222 0.926 4.196 -0.1 0.0 0.0
O -0.760 0.966 2.827 -0.1 -0.7 1.0
C -0.314 -0.231 2.425 1.0 -1.4 -0.5
O -0.357 -1.288 3.032 -0.6 1.2 0.5
H -0.385 0.632 4.854 -0.5 0.1 -0.2
H -2.053 0.207 4.282 0.4 0.3 0.1
H -1.553 1.940 4.416 0.0 -0.1 0.0
```
Forces are in eV/Å.

Computed properties:
HOMO energy (spin up / spin down) = -1.7 / -1.7 eV
Gap between HOMO and LUMO (spin up / spin down) = 4.200 / 4.200 eV
Calculated total energy = -766.3900 Eh
Energy relative to the best compared isomer or geometry (same formula, charge and spin) = 0.0 kJ/mol
Lowest unoccupied orbital energy (spin up / spin down) = 2.509 / 2.509 eV
Net charge = -1

***

Record 3
Computed, not measured: C32H40N8PSeTa as an isolated structure, with ωB97M-V/def2-TZVPD.

Structure (XYZ):
```
83
Properties=species:S:1:pos:R:3:forces:R:3
Ta 0.230 -1.941 0.000 -1.6 1.9 0.6
N -5.930 -2.886 8.152 -0.3 0.0 0.4
C -5.251 -2.781 7.238 0.0 0.0 0.1
C -4.394 -2.656 6.112 0.4 0.0 -0.6
C -3.829 -1.422 5.797 -0.1 0.0 0.1
C -2.988 -1.307 4.709 0.1 -0.2 -0.3
C -2.730 -2.414 3.900 -0.3 0.0 0.4
C -3.299 -3.646 4.216 0.2 0.1 -0.1
C -4.110 -3.775 5.327 -0.1 0.1 0.1
C -1.845 -2.261 2.718 0.1 -0.1 -0.2
C -2.478 -2.222 1.468 -0.5 -0.1 0.7
C -3.873 -2.349 1.247 0.7 0.1 -0.2
C -4.088 -2.243 -0.116 0.3 0.0 0.0
C -2.841 -2.042 -0.699 -0.4 0.1 -0.5
N -1.864 -2.030 0.227 1.6 -0.2 -0.1
C -0.470 -2.187 2.992 -0.5 -0.2 0.6
C 0.120 -2.449 4.251 -0.1 0.1 -0.6
C 1.493 -2.369 4.095 0.0 0.1 -0.4
C 1.717 -2.051 2.761 0.6 -0.1 0.3
N 0.559 -1.940 2.075 -0.1 0.0 -1.2
H -4.042 -0.560 6.414 0.0 0.0 0.0
H -2.542 -0.354 4.469 0.0 0.1 0.0
H -3.075 -4.511 3.610 0.0 -0.1 -0.1
H -4.518 -4.737 5.597 -0.1 0.0 0.0
H -4.611 -2.506 2.009 -0.1 0.0 0.2
H -5.028 -2.302 -0.630 -0.1 0.0 -0.1
H -2.608 -1.899 -1.745 0.0 0.0 0.0
H -0.417 -2.703 5.144 -0.1 0.0 0.2
H 2.246 -2.531 4.841 0.1 0.0 0.1
H 2.666 -1.904 2.267 0.0 0.0 0.0
Se 2.048 -5.691 -2.390 0.1 -0.2 -0.1
C 1.403 -4.376 -1.586 0.3 -0.4 -0.3
N 0.937 -3.430 -0.987 -0.2 0.6 0.3
N 0.439 -0.295 -0.791 -0.1 -2.0 0.8
P 1.107 0.912 -1.641 1.1 0.9 -0.9
N 0.618 2.348 -0.965 0.4 -1.3 -0.2
C 1.437 3.552 -1.044 0.1 0.5 -0.5
C 0.556 4.792 -1.198 0.1 0.0 0.2
C -0.461 4.860 -0.063 -0.1 -0.1 -0.2
C -1.275 3.568 -0.018 0.2 0.1 0.2
C -0.336 2.372 0.135 -0.8 -0.1 0.1
N 0.772 0.639 -3.237 0.1 -0.1 1.1
C -0.486 0.011 -3.619 -0.5 -0.2 0.1
C -1.581 1.051 -3.844 0.1 -0.2 -0.2
C -1.129 2.040 -4.918 -0.1 0.1 0.3
C 0.200 2.671 -4.515 0.0 -0.2 -0.2
C 1.241 1.591 -4.242 0.2 0.5 -0.1
N 2.772 0.858 -1.589 -1.3 0.1 0.0
C 3.347 1.056 -0.258 0.2 0.1 0.5
C 3.989 -0.231 0.243 0.1 0.1 -0.1
C 5.195 -0.578 -0.639 -0.1 -0.1 0.0
C 4.947 -0.112 -2.080 -0.1 -0.1 0.1
C 3.460 -0.150 -2.405 0.3 -0.1 -0.5
H 2.123 3.450 -1.887 0.0 0.1 0.1
H 2.030 3.662 -0.128 0.0 -0.1 0.0
H 0.031 4.770 -2.154 0.0 0.0 -0.1
H 1.193 5.676 -1.187 0.0 0.0 -0.1
H -1.123 5.714 -0.203 0.0 0.0 0.1
H 0.058 4.994 0.888 0.0 0.1 0.1
H -1.857 3.469 -0.936 0.0 -0.1 0.0
H -1.970 3.590 0.823 0.0 -0.1 0.0
H -0.892 1.428 0.127 0.0 0.3 0.1
H 0.193 2.455 1.094 0.1 -0.1 0.0
H -0.758 -0.701 -2.829 0.0 0.1 -0.4
H -0.301 -0.545 -4.544 0.0 -0.1 0.1
H -1.760 1.580 -2.904 -0.1 0.0 0.0
H -2.507 0.560 -4.145 0.0 0.0 0.0
H -1.884 2.814 -5.050 0.0 0.0 -0.1
H -1.022 1.521 -5.872 0.0 0.0 -0.1
H 0.062 3.260 -3.608 0.0 0.1 0.0
H 0.565 3.331 -5.300 0.0 0.1 0.0
H 2.178 2.032 -3.892 0.0 0.0 -0.1
H 1.441 1.027 -5.159 0.1 0.0 0.1
H 2.552 1.371 0.423 0.2 0.1 0.0
H 4.109 1.841 -0.298 -0.1 0.0 0.1
H 3.230 -1.034 0.197 0.1 0.0 0.1
H 4.299 -0.107 1.282 -0.1 -0.1 0.0
H 5.374 -1.653 -0.614 0.1 0.0 0.0
H 6.087 -0.085 -0.249 0.0 -0.1 0.1
H 5.499 -0.738 -2.780 0.0 0.1 0.0
H 5.299 0.911 -2.211 0.0 0.0 -0.1
H 3.052 -1.157 -2.223 0.0 0.0 0.0
H 3.302 0.087 -3.456 0.0 -0.1 0.1
```
Forces are in eV/Å.

Computed properties:
HOMO energy = -14.1 eV
Gap between HOMO and LUMO = 6.701 eV
Calculated total energy = -4480.8320 Eh
Energy relative to the best compared isomer or geometry (same formula, charge and spin) = 47.0 kJ/mol
Lowest unoccupied orbital energy = -7.404 eV
Net charge = +2

***

Record 4
Computed, not measured: a 3-piece molecular cluster, C5H13NO2 overall, with ωB97M-V/def2-TZVPD.

Structure (XYZ):
```
21
Properties=species:S:1:pos:R:3:forces:R:3
N -1.762 -0.950 -0.821 -1.4 2.1 0.3
C -1.037 -1.320 0.369 3.4 2.0 0.0
C 0.360 -1.457 0.399 -4.0 0.2 -2.9
C 1.180 -1.393 -0.834 0.7 -1.4 1.3
C 1.556 -0.312 -1.476 1.3 -1.6 -2.1
C -1.676 -1.160 1.756 3.3 -1.5 -0.1
H -2.477 -0.065 -0.565 2.8 -3.2 -1.4
H -1.291 -0.951 -1.836 -1.1 0.3 3.7
H 0.882 -1.771 1.245 0.4 -0.5 1.5
H 1.718 -2.336 -1.076 -0.3 0.6 0.1
H 2.381 -0.466 -2.208 -0.8 0.4 0.2
H 1.154 0.646 -1.430 -0.8 1.1 0.4
H -1.319 -0.376 2.401 0.1 1.2 -0.6
H -1.337 -1.979 2.406 -0.1 -0.4 -0.5
H -2.675 -1.205 1.784 -3.9 0.0 -0.1
H 2.891 1.288 -0.520 -1.0 1.2 -1.2
H 2.528 2.659 -0.087 -0.3 0.0 -1.2
O 2.439 2.108 -0.904 1.6 -0.3 2.7
H -1.505 3.386 1.122 0.7 0.3 0.1
H -0.573 2.819 -0.072 0.0 0.4 0.6
O -1.437 2.835 0.350 -0.7 -0.8 -0.7
```
Forces are in eV/Å.

Computed properties:
SMILES = C=C/C=C(/C)N.O.O
HOMO energy = -7.6 eV
Gap between HOMO and LUMO = 8.028 eV
Calculated total energy = -403.4250 Eh
Energy relative to the best compared isomer or geometry (same formula, charge and spin) = 398.1 kJ/mol
Lowest unoccupied orbital energy = 0.450 eV
Net charge = 0

***

Record 5
Computed, not measured: C3H7N2PS2 as an isolated structure, with ωB97M-V/def2-TZVPD.

Structure (XYZ):
```
15
Properties=species:S:1:pos:R:3:forces:R:3
C 0.490 -1.037 -0.115 0.5 -0.1 1.9
C -0.421 -1.675 -0.833 1.6 -0.2 -1.8
C -0.055 -0.699 1.257 -1.5 4.2 1.0
N -0.999 1.140 -1.094 -1.3 1.1 0.1
N -1.538 -0.403 1.091 0.2 -0.7 -1.6
P -2.077 1.074 0.299 0.9 -0.4 0.3
S 0.239 2.326 -1.207 1.4 -0.5 1.3
S -1.996 -1.611 -0.138 -0.8 -0.4 0.6
H 1.523 -0.773 -0.313 -0.1 -0.5 -0.5
H -0.154 -2.075 -1.856 -0.9 0.4 1.3
H -0.052 -1.439 2.008 0.6 -1.5 0.5
H 0.251 0.269 1.866 0.3 -1.7 -1.6
H -1.343 1.945 1.165 0.0 -0.1 -0.2
H 1.186 1.713 -0.324 -1.2 0.6 -1.3
H -1.605 1.322 -1.900 0.4 -0.3 0.1
```
Forces are in eV/Å.

Computed properties:
HOMO energy = -8.2 eV
Gap between HOMO and LUMO = 8.952 eV
Calculated total energy = -1365.6588 Eh
Energy relative to the best compared isomer or geometry (same formula, charge and spin) = 233.6 kJ/mol
Lowest unoccupied orbital energy = 0.711 eV
Net charge = 0

***

Across the entries above, max |F| takes the values 4.94; 4.36; 2.57; 4.94; 4.59 eV/A, respectively.